Entry 1:
Density functional theory data (wB97M-V/def2-TZVPD) for a cluster of 3 separate species, H6O3 in total at a distorted geometry.

The value obtained for the LUMO energy is 0.65 eV. The value obtained for the total energy is -229.29439 hartree. The charge is 0. As for the energy above the lowest of the compared OMol25 structures with the same formula, charge and spin: 80.6 kJ/mol. Its spin multiplicity is 1. The max |F| is 0.059 Eh/bohr. The highest occupied orbital energy is -11.1 eV. The value obtained for the frontier orbital gap is 11.76 eV. As for the structure (SMILES): O.O.O.

Last column: Mulliken charge in e.
Geometry (Å):
O (1.67497, 1.25760, 2.17963)  -0.647
H (1.03639, 1.74616, 2.74755)  0.324
H (2.01191, 0.59384, 2.84372)  0.323
O (-1.81544, -2.10853, -0.60243)  -0.652
H (-2.17158, -2.96040, -1.06520)  0.334
H (-1.60064, -2.43900, 0.31849)  0.324
O (0.04387, 1.55663, -2.25293)  -0.644
H (0.97452, 1.63255, -2.37936)  0.314
H (-0.15399, 0.72116, -1.78947)  0.323

---

Entry 2:
Density functional theory data (wB97M-V/def2-TZVPD) for a cluster of 2 separate species, C2H3N2O2 in total at a distorted geometry.

The value obtained for the LUMO energy (alpha / beta) is 4.39 / 4.37 eV. The value obtained for the total energy is -337.86350 hartree. The charge is -1. As for the energy above the lowest of the compared OMol25 structures with the same formula, charge and spin: 383.0 kJ/mol. Its spin multiplicity is 1. The max |F| is 0.138 Eh/bohr. The highest occupied orbital energy (alpha / beta) is -1.5 / -2.5 eV. The value obtained for the frontier orbital gap (alpha / beta) is 5.93 / 6.87 eV.

Last column: Mulliken charge in e.
Geometry (Å):
C (0.74789, -0.01239, 0.10900)  0.101
C (-0.20444, -0.81856, -0.57388)  0.165
N (1.04489, 0.12317, 1.35699)  -0.748
N (-2.31278, 1.01378, 0.34170)  -0.258
O (-1.37244, 0.91239, -0.47219)  -0.285
O (-0.88376, -1.70770, -0.01470)  -0.617
H (1.45164, 0.43209, -0.68030)  0.206
H (-0.22813, -0.60954, -1.61776)  0.216
H (1.75713, 0.66676, 1.55115)  0.219

---

Entry 3:
Density functional theory data (wB97M-V/def2-TZVPD) for a structure of composition C23H44F9N4O7P2SSbSe4Ti at a distorted geometry.

The value obtained for the LUMO energy (alpha / beta) is 3.66 / 3.66 eV. The value obtained for the total energy is -14323.97507 hartree. The charge is -2. As for the energy above the lowest of the compared OMol25 structures with the same formula, charge and spin: 352.9 kJ/mol. Its spin multiplicity is 1. The max |F| is 0.070 Eh/bohr. The highest occupied orbital energy (alpha / beta) is -0.3 / -0.3 eV. The value obtained for the frontier orbital gap (alpha / beta) is 3.99 / 3.99 eV.

Last column: Mulliken charge in e.
Geometry (Å):
Ti (-0.09630, 0.50108, -0.42835)  1.166
C (-0.20180, 3.25382, 4.33360)  -1.654
C (-0.05950, 2.64686, 2.94977)  0.821
C (1.05680, 3.30212, 2.16924)  -0.844
O (-1.32471, 2.81907, 2.23346)  -0.144
P (-2.10801, 1.60503, 1.56157)  0.526
O (-1.13471, 0.47363, 1.30672)  -0.929
C (-3.12252, 2.47675, 0.37157)  -1.344
P (-2.32621, 2.08514, -1.31419)  2.010
O (-0.84264, 2.22658, -0.71831)  -1.415
O (-2.46448, 3.68742, -1.91734)  -0.552
C (-3.56742, 4.03795, -2.74232)  0.462
C (-4.90734, 3.90020, -2.01611)  -1.204
C (-3.59965, 3.25573, -4.05781)  -1.125
O (-2.88348, -0.13092, -0.34053)  -0.052
C (-4.02693, -0.47407, -1.03398)  1.169
C (-5.28678, -0.37286, -0.16057)  -1.640
C (-3.96482, -1.88172, -1.63161)  -1.649
O (-3.02790, 1.00359, 2.72509)  -0.184
C (-3.73304, 1.68833, 3.76792)  1.044
C (-4.28702, 3.05569, 3.38838)  -1.289
C (-4.83994, 0.75054, 4.20903)  -1.601
H (0.73183, 3.10745, 4.87870)  0.411
H (-1.01337, 2.77405, 4.88607)  0.336
H (-0.41322, 4.32453, 4.25649)  0.351
H (0.14513, 1.58510, 3.06731)  0.134
H (0.91984, 4.38973, 2.16815)  0.461
H (1.04844, 2.96647, 1.13748)  -0.224
H (2.01801, 3.05632, 2.62676)  0.180
H (-2.98278, 3.53788, 0.57332)  1.036
H (-4.15852, 2.17004, 0.47387)  0.183
H (-3.42027, 5.09529, -2.97873)  0.355
H (-5.11153, 2.84551, -1.80376)  0.122
H (-5.71367, 4.28916, -2.64242)  0.535
H (-4.89644, 4.45043, -1.07247)  0.232
H (-3.69733, 2.18815, -3.85069)  0.096
H (-2.67026, 3.40493, -4.60998)  0.206
H (-4.44252, 3.57794, -4.67596)  0.521
H (-4.17269, 0.22598, -1.88602)  -0.439
H (-5.15649, -0.97122, 0.74662)  0.277
H (-6.16199, -0.73816, -0.70919)  0.472
H (-5.48054, 0.66070, 0.13990)  0.256
H (-4.05122, -2.62902, -0.83195)  0.331
H (-3.02291, -2.02080, -2.15125)  0.136
H (-4.78286, -2.04516, -2.34178)  0.415
H (-3.03541, 1.82053, 4.59835)  -0.145
H (-5.04726, 2.96119, 2.60817)  0.263
H (-3.49422, 3.71333, 3.03543)  0.274
H (-4.74592, 3.50736, 4.27027)  0.502
H (-5.52066, 0.56531, 3.37400)  0.318
H (-5.39870, 1.19211, 5.03761)  0.435
H (-4.41845, -0.20226, 4.53143)  0.348
N (-1.16687, -2.11417, 0.39778)  0.656
N (-1.31438, -3.38298, -0.16002)  -0.512
C (-0.32138, -4.06826, -0.76424)  0.363
N (-0.78687, -5.17694, -1.45073)  -0.583
S (1.29180, -3.76567, -0.59616)  -0.333
H (-1.26510, -2.19094, 1.39963)  0.273
H (-1.90769, -1.47134, 0.06855)  -0.458
H (-2.25925, -3.67537, -0.34719)  0.211
H (-1.68189, -5.08598, -1.91155)  0.235
H (-0.06981, -5.60007, -2.01437)  0.262
Se (4.54339, -2.11929, 4.09100)  -0.843
Sb (3.58386, -0.13453, 3.01392)  0.242
Se (3.45898, -0.57586, 0.47053)  -0.545
Se (1.34137, -0.19731, 1.11734)  0.407
Se (5.03099, 1.81410, 3.54075)  -0.862
C (4.88334, 1.71593, -2.25342)  -1.593
C (3.87726, 2.54479, -1.43909)  1.910
C (3.43462, 3.78284, -2.23358)  -1.625
C (4.51714, 2.96526, -0.11238)  -1.367
C (2.66455, 1.73442, -1.21440)  -0.607
N (1.55852, 1.46845, -1.15726)  0.262
H (5.77254, 2.32100, -2.44342)  0.470
H (4.45860, 1.39529, -3.20733)  0.283
H (5.17653, 0.83453, -1.68403)  0.301
H (4.31166, 4.39993, -2.43676)  0.426
H (2.71688, 4.36874, -1.65822)  0.351
H (2.97173, 3.49937, -3.18075)  0.311
H (5.33349, 3.66086, -0.32986)  0.448
H (4.93120, 2.11436, 0.41952)  0.283
H (3.80918, 3.46089, 0.55113)  0.147
F (-0.94740, 1.44578, -3.86434)  -0.026
C (0.10112, 0.70656, -4.20879)  -0.206
F (0.01382, 0.50720, -5.54413)  -0.307
F (1.20153, 1.44300, -4.00261)  -0.190
C (0.12710, -0.65854, -3.40602)  1.038
O (-0.20163, -0.53269, -2.08754)  -0.007
C (-0.91745, -1.60056, -4.10587)  -0.185
F (-1.17694, -2.66261, -3.34097)  -0.025
F (-2.07911, -0.96270, -4.32108)  -0.239
F (-0.49910, -2.06576, -5.29773)  -0.293
C (1.56568, -1.30360, -3.65442)  0.397
F (1.50470, -2.63633, -3.76521)  -0.247
F (2.39021, -1.00408, -2.66586)  0.136
F (2.13843, -0.85877, -4.80148)  -0.311